[1]
{"formula": "C13H11F6FeN5O3SSb", "method": "ωB97M-V/def2-TZVPD", "relative_energy_ev": 0.330, "energy_ha": -3502.80294, "spin_multiplicity": 6, "homo_ha": [-0.345, -0.362], "species": ["Fe", "S", "C", "N", "N", "C", "C", "C", "C", "C", "C", "N", "N", "C", "C", "C", "C", "C", "C", "H", "H", "H", "H", "H", "H", "H", "H", "H", "H", "H", "F", "Sb", "F", "F", "F", "F", "F", "O", "N", "O", "O"], "xyz": [[-2.09864, 1.54404, -1.37067], [-0.53328, 3.37428, -1.68127], [0.56586, 2.27919, -1.04766], [1.79676, 2.58716, -0.73813], [2.60144, 1.93389, 0.05658], [2.37046, 1.64310, 1.40515], [3.41809, 1.07892, 2.13070], [3.21287, 0.72680, 3.45219], [1.97446, 0.93909, 4.04573], [0.94212, 1.51786, 3.31663], [1.13074, 1.87752, 1.99413], [-0.01548, 0.93942, -0.89291], [0.73205, 0.10460, -0.38042], [0.26589, -1.19486, -0.13637], [1.19465, -2.02014, 0.50018], [0.85913, -3.32730, 0.79407], [-0.39812, -3.80565, 0.44143], [-1.32058, -2.98194, -0.19590], [-1.00022, -1.67046, -0.48143], [3.55336, 1.86409, -0.28057], [4.38070, 0.91435, 1.65665], [4.02081, 0.28679, 4.02142], [1.81456, 0.66042, 5.07901], [-0.02006, 1.69083, 3.78129], [0.32916, 2.34190, 1.43342], [2.16582, -1.61127, 0.75246], [1.57309, -3.97524, 1.28547], [-0.66285, -4.83305, 0.65814], [-2.28937, -3.36418, -0.48762], [-1.72050, -1.05579, -0.98945], [-2.49332, 0.64615, -3.08866], [-1.92154, -0.85820, -4.31129], [-0.31625, -0.78780, -3.30798], [-2.63972, -1.98686, -2.98168], [-1.33748, -2.27856, -5.37489], [-3.61327, -0.72099, -5.08928], [-1.25550, 0.46868, -5.44904], [-2.82792, 0.98854, 0.47932], [-3.85910, 1.77173, 0.40231], [-4.66886, 1.85472, 1.27948], [-3.90999, 2.43819, -0.68053]], "forces_ev_per_angstrom": [[-0.1, -0.1, -0.3], [0.0, -0.1, 0.0], [-0.2, -0.2, 0.2], [0.2, 0.0, -0.6], [-0.1, 0.0, 0.2], [0.0, -0.1, 0.0], [0.0, 0.0, 0.0], [0.0, 0.0, 0.0], [0.0, 0.0, 0.0], [0.0, 0.0, 0.0], [0.0, 0.1, 0.0], [0.0, 0.5, 0.1], [0.2, -0.3, 0.0], [-0.1, 0.1, 0.0], [0.0, 0.0, 0.0], [0.0, -0.1, 0.0], [0.0, 0.0, 0.0], [0.0, 0.0, 0.0], [0.1, -0.1, 0.1], [0.0, 0.1, 0.0], [-0.1, 0.0, 0.0], [0.0, 0.0, 0.0], [0.0, 0.0, 0.0], [0.0, 0.0, 0.0], [0.0, 0.0, 0.1], [0.0, 0.0, 0.0], [0.0, 0.0, 0.0], [0.0, 0.0, 0.0], [0.0, 0.0, 0.0], [0.0, 0.1, 0.0], [0.0, 0.0, 0.1], [0.0, 0.1, 0.1], [0.0, 0.0, 0.0], [0.0, 0.0, 0.0], [0.0, 0.0, 0.0], [0.0, 0.0, 0.0], [0.0, 0.0, 0.0], [-0.1, 0.1, 0.1], [-0.1, 0.1, 0.0], [0.3, 0.0, -0.3], [0.0, -0.1, 0.3]], "nbo_charge": [1.48, -0.11, 0.18, -0.24, -0.22, 0.18, -0.24, -0.19, -0.19, -0.18, -0.24, -0.32, -0.10, 0.11, -0.16, -0.23, -0.15, -0.19, -0.16, 0.41, 0.22, 0.23, 0.23, 0.23, 0.23, 0.22, 0.22, 0.22, 0.24, 0.23, -0.73, 3.18, -0.69, -0.68, -0.66, -0.66, -0.66, -0.62, 0.71, -0.33, -0.56]}


[2]
{"formula": "C13H11F6NO8S2TeZn", "method": "ωB97M-V/def2-TZVPD", "total_charge": -2, "relative_energy_ev": 0.755, "energy_ha": -4601.58868, "homo_ha": [0.048, -0.018], "species": ["Zn", "F", "C", "F", "F", "S", "O", "O", "N", "S", "O", "O", "C", "F", "F", "F", "O", "C", "O", "C", "O", "O", "C", "C", "C", "C", "C", "C", "Te", "C", "C", "C", "H", "H", "H", "H", "H", "H", "H", "H", "H", "H", "H"], "xyz": [[0.56602, 0.93084, -0.29944], [4.15475, 5.63578, -2.18971], [3.81410, 4.42804, -1.67886], [4.16504, 3.51373, -2.60418], [4.61587, 4.22626, -0.62004], [3.45449, 2.16168, 1.79999], [1.96506, 2.23638, -1.48062], [4.07218, 2.92559, 2.81668], [4.40327, 1.42078, 0.87223], [4.29420, 0.00913, 0.02164], [5.48199, 0.00206, -0.78378], [2.93962, -0.25806, -0.44652], [4.69714, -1.21740, 1.48243], [4.68812, -2.51790, 1.14188], [3.74701, -1.05344, 2.41965], [5.91670, -0.92012, 1.96972], [2.46806, 4.47270, -1.32189], [1.75915, 3.36625, -1.01325], [2.03422, 1.79821, 1.80797], [0.56537, 3.66673, -0.10383], [0.56241, 4.84281, 0.19774], [-0.22915, 2.65718, -0.00350], [-6.16168, -2.79702, 0.17114], [-4.76430, -2.32683, 0.02863], [-4.02453, -1.95897, 1.14434], [-2.67141, -1.63613, 1.03251], [-1.92134, -1.28660, 2.25894], [-2.00352, -1.71617, -0.20675], [0.13078, -1.69229, -0.31639], [-2.77722, -1.93952, -1.35393], [-2.13066, -1.96396, -2.70002], [-4.12463, -2.29412, -1.21376], [-6.61134, -2.43682, 1.07330], [-6.18890, -3.88433, 0.19479], [-6.75330, -2.48451, -0.68969], [-4.46938, -1.93192, 2.16361], [-2.55639, -1.24195, 3.13526], [-1.44166, -0.30585, 2.11781], [-1.10356, -2.02648, 2.44369], [-1.53422, -1.06883, -2.82666], [-2.90558, -2.02066, -3.46129], [-1.45288, -2.79716, -2.82845], [-4.66988, -2.51710, -2.15142]], "forces_ev_per_angstrom": [[1.0, 0.7, -0.4], [-0.3, -0.2, 0.1], [-1.5, -0.3, 0.8], [-0.4, 0.3, 0.2], [-0.2, 0.0, -0.1], [-3.7, 4.2, -4.8], [0.6, -3.2, -1.2], [1.5, -0.1, 3.7], [2.0, -4.2, -1.7], [-0.2, 2.5, 2.9], [-0.7, -0.8, -0.6], [1.8, -0.6, 0.2], [-0.6, 0.5, -1.0], [0.2, 0.1, -0.1], [0.7, 0.0, 0.0], [-0.8, -0.2, 0.0], [3.7, 1.8, -2.1], [-3.3, -0.2, 3.4], [-0.1, -1.9, 1.4], [4.8, -0.3, -3.9], [-2.5, 1.6, 2.1], [-1.7, -0.7, 1.2], [-0.2, -0.3, -0.7], [0.8, 0.2, -0.2], [0.1, 0.2, 0.3], [0.0, -0.5, -0.3], [1.2, 0.0, 0.4], [-0.5, 0.2, 0.3], [0.0, 1.1, 0.0], [0.1, -0.9, 0.6], [-0.5, 0.2, -0.2], [-0.1, 0.3, -0.5], [-0.3, 0.3, 0.5], [-0.1, -0.2, 0.0], [-0.2, 0.0, 0.1], [0.1, -0.1, -0.9], [-0.2, 0.0, 0.2], [0.0, -0.3, 0.2], [-0.5, 0.6, -0.1], [0.1, 0.2, -0.2], [0.0, 0.1, -0.3], [0.2, -0.3, 0.1], [0.1, 0.0, 0.7]], "nbo_charge": [1.51, -0.35, 1.17, -0.33, -0.33, 2.04, -0.85, -0.93, -1.23, 2.21, -0.91, -0.94, 0.73, -0.34, -0.33, -0.32, -0.52, 0.39, -0.98, 0.65, -0.70, -0.96, -0.62, -0.04, -0.26, 0.07, -0.66, -0.26, -0.34, -0.04, -0.63, -0.24, 0.21, 0.20, 0.20, 0.19, 0.19, 0.24, 0.23, 0.24, 0.19, 0.22, 0.19]}


[3]
{"formula": "C13H11N7S4Sc", "method": "ωB97M-V/def2-TZVPD", "total_charge": 1, "energy_ha": -3238.70442, "homo_ha": -0.414, "species": ["Sc", "S", "C", "C", "C", "C", "N", "C", "C", "C", "S", "C", "N", "H", "H", "N", "C", "N", "N", "C", "N", "H", "H", "H", "H", "S", "C", "N", "C", "C", "S", "H", "H", "H", "H", "H"], "xyz": [[0.66805, -1.06630, -0.55245], [1.05726, -0.83421, 1.77022], [-0.11374, 0.49601, 1.78317], [-0.91536, 0.64058, 2.91705], [-1.83494, 1.66902, 3.02420], [-2.63874, 1.78291, 4.20776], [-3.27318, 1.85988, 5.16075], [-1.97041, 2.58621, 1.97087], [-1.18549, 2.44585, 0.83822], [-0.25977, 1.40571, 0.71328], [0.65053, 1.31166, -0.80682], [-2.92316, 3.65840, 2.02298], [-3.70842, 4.49560, 2.02732], [-0.81502, -0.06022, 3.73394], [-1.28024, 3.17205, 0.04277], [4.78997, -3.82515, 0.55287], [5.40420, -3.22232, -0.46846], [6.72305, -3.31578, -0.58740], [4.76923, -2.51297, -1.41125], [3.50735, -2.34063, -1.31726], [2.36012, -2.11383, -1.29931], [5.29656, -4.34199, 1.25103], [3.78872, -3.78202, 0.64030], [7.29286, -3.83411, 0.05774], [7.16508, -2.83553, -1.35388], [-1.71287, -1.86343, -1.00522], [-2.31214, -0.48023, -1.82846], [-2.88830, 0.53051, -1.22125], [-3.21723, 1.69069, -2.05088], [-3.35009, 1.14956, -3.47448], [-2.29588, -0.33527, -3.53521], [-2.86101, 0.57858, -0.20900], [-2.40414, 2.41520, -1.97113], [-4.14332, 2.14381, -1.70260], [-2.99743, 1.86941, -4.20790], [-4.37208, 0.86234, -3.71150]], "forces_ev_per_angstrom": [[-0.3, 0.3, 0.0], [0.0, -0.1, 0.2], [0.1, -0.1, -0.2], [-0.1, 0.1, 0.0], [0.0, 0.0, 0.0], [0.0, 0.0, 0.0], [-0.1, 0.0, 0.0], [0.1, 0.0, -0.1], [0.0, 0.0, 0.1], [0.0, -0.1, 0.0], [0.0, 0.0, 0.0], [0.0, -0.1, 0.1], [0.0, 0.1, 0.0], [0.0, 0.0, 0.0], [0.0, 0.0, 0.0], [-0.1, 0.0, 0.0], [0.1, 0.0, -0.1], [0.0, 0.0, 0.0], [-0.2, -0.3, 0.3], [0.1, 0.3, -0.1], [0.1, -0.1, 0.0], [0.0, 0.0, 0.0], [0.0, 0.0, 0.0], [0.0, 0.0, 0.0], [0.0, 0.0, 0.0], [0.1, 0.0, 0.0], [-0.1, 0.0, 0.2], [0.1, -0.1, -0.1], [0.0, 0.0, 0.0], [0.0, 0.1, 0.0], [0.0, 0.0, -0.1], [-0.1, 0.0, -0.1], [0.0, 0.0, 0.0], [0.0, 0.0, 0.0], [0.0, 0.0, 0.0], [0.0, 0.0, 0.0]], "nbo_charge": [1.32, -0.22, -0.17, -0.16, -0.11, 0.24, -0.23, -0.13, -0.19, -0.19, -0.23, 0.25, -0.24, 0.25, 0.24, -0.77, 0.67, -0.74, -0.61, 0.67, -0.70, 0.42, 0.42, 0.42, 0.44, -0.20, 0.00, -0.53, -0.23, -0.54, 0.42, 0.44, 0.22, 0.24, 0.26, 0.24]}